Record 1
{
  "formula": "C35H30N7O9Se2Sr",
  "method": "ωB97M-V with the def2-TZVPD basis set",
  "symbols": ["Sr", "O", "C", "O", "C", "C", "C", "C", "C", "O", "C", "C", "O", "O", "H", "H", "H", "H", "H", "H", "H", "H", "Se", "Se", "C", "C", "C", "C", "C", "N", "C", "C", "C", "C", "C", "N", "H", "H", "H", "H", "H", "H", "H", "H", "C", "C", "N", "C", "C", "N", "C", "O", "O", "C", "O", "O", "H", "H", "H", "H", "H", "C", "C", "N", "C", "C", "C", "C", "C", "C", "C", "C", "N", "C", "N", "H", "H", "H", "H", "H", "H", "H", "H", "H"],
  "coordinates": [[1.031, 0.869, 0.233], [3.890, 3.406, 0.470], [2.961, 2.883, 1.092], [1.725, 2.806, 0.725], [3.274, 2.254, 2.470], [1.995, 1.974, 3.280], [2.353, 1.625, 4.730], [2.897, 0.174, 4.580], [2.792, -0.031, 3.066], [1.565, 0.687, 2.753], [3.894, 0.797, 2.355], [4.125, 0.276, 0.924], [5.248, -0.125, 0.614], [3.057, 0.216, 0.185], [3.951, 2.929, 2.982], [1.215, 2.712, 3.148], [1.466, 1.658, 5.364], [3.092, 2.317, 5.138], [2.274, -0.545, 5.111], [3.926, 0.065, 4.925], [2.715, -1.064, 2.745], [4.845, 0.711, 2.866], [-2.312, 3.614, 2.139], [-3.355, 2.993, 0.187], [-2.008, 3.396, -1.161], [-2.447, 3.564, -2.469], [-1.504, 3.886, -3.431], [-0.175, 4.062, -3.062], [0.159, 3.899, -1.729], [-0.745, 3.553, -0.805], [-1.883, 1.896, 2.970], [-1.582, 1.867, 4.327], [-1.287, 0.643, 4.904], [-1.283, -0.504, 4.127], [-1.612, -0.376, 2.787], [-1.918, 0.799, 2.226], [-3.491, 3.426, -2.721], [-1.809, 4.019, -4.463], [0.581, 4.322, -3.791], [1.176, 4.021, -1.365], [-1.601, 2.777, 4.919], [-1.061, 0.587, 5.963], [-1.026, -1.469, 4.544], [-1.650, -1.245, 2.129], [3.338, -0.344, -3.090], [1.844, -0.345, -3.110], [1.049, 0.108, -2.155], [-0.249, -0.122, -2.585], [-0.225, -0.721, -3.817], [1.103, -0.858, -4.117], [-1.236, -1.250, -4.767], [-2.494, -1.010, -4.503], [-0.859, -1.862, -5.751], [-1.393, 0.211, -1.666], [-2.563, 0.176, -2.145], [-1.068, 0.492, -0.492], [3.677, -0.031, -2.104], [3.744, 0.341, -3.842], [3.728, -1.344, -3.295], [1.424, -1.267, -4.975], [-2.606, -0.501, -3.602], [1.963, -3.967, -0.650], [1.926, -2.704, -0.066], [0.761, -2.095, 0.223], [-0.372, -2.714, -0.100], [-0.445, -3.945, -0.733], [0.769, -4.587, -0.983], [-1.701, -4.579, -1.181], [-2.961, -4.154, -1.323], [-3.623, -2.841, -1.119], [-4.862, -2.631, -1.720], [-5.479, -1.415, -1.513], [-4.924, -0.434, -0.794], [-3.721, -0.713, -0.290], [-3.063, -1.871, -0.394], [2.919, -4.432, -0.861], [2.840, -2.160, 0.164], [-1.288, -2.192, 0.130], [0.771, -5.554, -1.474], [-1.545, -5.598, -1.527], [-3.640, -4.893, -1.737], [-5.321, -3.395, -2.336], [-6.457, -1.207, -1.939], [-3.218, 0.081, 0.258]],
  "mulliken_charge": [2.088, -0.808, -0.140, -0.794, 0.189, -0.165, -0.949, -0.895, -0.330, 0.058, 0.278, -0.630, -0.825, -0.465, 0.390, 0.749, 0.223, 0.418, 0.347, 0.360, 0.517, 0.541, -0.064, -0.009, 0.433, -0.645, -0.281, -0.802, -0.235, -0.002, 0.104, -0.857, -0.215, -0.955, 0.301, 0.182, 0.355, 0.385, 0.436, 0.374, 0.415, 0.390, 0.447, 0.012, -1.259, -0.173, 0.027, -1.070, 0.494, -0.007, 0.560, -0.595, -0.707, 1.113, -1.002, 0.387, 0.017, 0.375, 0.335, 0.244, 0.405, -1.145, -0.252, 0.577, 0.047, 0.360, -0.728, -0.863, -0.784, 1.009, -0.829, -0.373, -0.597, -0.064, -0.251, 0.457, 0.423, 0.887, 0.368, 0.223, 0.277, 0.376, 0.379, 0.435],
  "total_charge": -1,
  "homo_energy_ha": -0.2171,
  "molar_mass_g_mol": 938.205
}

Record 2
{
  "formula": "C35H31BrCdN7O4",
  "method": "ωB97M-V with the def2-TZVPD basis set",
  "symbols": ["Cd", "O", "C", "C", "C", "C", "C", "C", "C", "O", "N", "N", "C", "C", "Br", "C", "C", "C", "C", "C", "C", "C", "H", "H", "H", "H", "H", "H", "H", "H", "H", "H", "H", "H", "H", "H", "C", "C", "C", "C", "N", "C", "C", "C", "C", "C", "C", "N", "H", "H", "H", "H", "H", "H", "H", "H", "N", "N", "C", "O", "O", "H", "H", "H", "C", "C", "C", "C", "C", "C", "C", "C", "N", "H", "H", "H", "H", "H", "H"],
  "coordinates": [[0.151, 0.877, -1.081], [1.321, -1.101, 4.039], [2.354, -0.230, 3.800], [3.316, -0.120, 4.796], [4.374, 0.758, 4.629], [4.481, 1.514, 3.468], [3.513, 1.392, 2.484], [2.433, 0.536, 2.639], [1.351, 0.469, 1.581], [1.758, 0.886, 0.374], [0.208, 1.311, 2.084], [-0.413, 2.086, 1.216], [-1.537, 2.630, 1.471], [-2.124, 3.564, 0.520], [-0.884, 4.516, -0.580], [-3.413, 3.881, 0.424], [-4.488, 3.093, 1.049], [-5.583, 3.730, 1.631], [-6.608, 2.994, 2.201], [-6.559, 1.606, 2.180], [-5.487, 0.965, 1.574], [-4.459, 1.700, 1.006], [0.902, -1.349, 3.205], [3.222, -0.732, 5.681], [5.122, 0.844, 5.407], [5.313, 2.191, 3.335], [3.562, 1.958, 1.564], [0.958, -0.572, 1.523], [-0.282, 1.034, 2.931], [-2.110, 2.418, 2.377], [-3.708, 4.726, -0.185], [-5.623, 4.813, 1.640], [-7.448, 3.502, 2.657], [-7.362, 1.028, 2.617], [-5.459, -0.115, 1.520], [-3.656, 1.205, 0.473], [3.093, -2.747, -1.352], [4.090, -2.288, -2.188], [3.901, -1.095, -2.877], [2.701, -0.419, -2.707], [1.739, -0.869, -1.903], [1.932, -1.993, -1.226], [2.442, 0.893, -3.396], [3.202, 1.296, -4.490], [2.954, 2.527, -5.071], [1.948, 3.327, -4.554], [1.222, 2.848, -3.477], [1.461, 1.664, -2.918], [3.187, -3.665, -0.787], [5.017, -2.834, -2.298], [4.688, -0.699, -3.501], [1.135, -2.270, -0.557], [3.968, 0.652, -4.894], [3.540, 2.851, -5.920], [1.719, 4.297, -4.972], [0.410, 3.416, -3.041], [-1.082, -0.333, -3.088], [-2.395, 0.167, -3.062], [-2.867, 0.786, -1.879], [-4.075, 0.947, -1.790], [-1.990, 1.145, -1.026], [-0.670, -0.144, -3.996], [-1.029, -1.331, -2.888], [-3.116, -0.386, -3.511], [-1.317, -1.811, 0.501], [-0.842, -3.096, 0.515], [-0.211, -3.701, 1.666], [0.385, -4.926, 1.618], [0.402, -5.702, 0.439], [-0.254, -5.168, -0.689], [-0.849, -3.942, -0.659], [1.036, -6.971, 0.391], [1.559, -8.000, 0.349], [-1.375, -1.218, 1.404], [-1.819, -1.415, -0.371], [-0.212, -3.155, 2.603], [0.859, -5.323, 2.509], [-0.282, -5.753, -1.602], [-1.343, -3.572, -1.552]],
  "mulliken_charge": [2.095, -0.680, 0.556, -0.585, -0.339, -0.809, -0.420, 0.349, 0.556, -1.112, 0.217, -0.184, -0.304, 0.269, -0.186, -1.119, 0.343, -0.565, -0.491, -0.410, -0.957, 0.441, 0.239, 0.430, 0.360, 0.394, 0.373, -0.563, 0.306, 0.492, 0.419, 0.419, 0.359, 0.369, 0.451, 0.109, -1.093, -0.554, -1.152, 0.674, 0.397, -0.783, 0.572, -1.090, -0.396, -0.813, -0.225, 0.290, 0.536, 0.420, 0.315, 0.941, 0.377, 0.418, 0.427, 0.313, -0.267, -0.450, 0.116, -0.712, 0.173, 0.266, 0.180, 0.229, -1.161, 0.522, -0.434, -0.750, 0.407, -0.699, -0.238, 0.096, -0.670, 0.363, 0.086, 0.373, 0.458, 0.406, 0.307],
  "total_charge": -1,
  "homo_energy_ha": -0.1182,
  "relative_energy_kcal_mol": 24.04,
  "molar_mass_g_mol": 805.994
}

Record 3
{
  "formula": "C35H31CaClN5O2S",
  "method": "ωB97M-V with the def2-TZVPD basis set",
  "symbols": ["Ca", "Cl", "C", "C", "C", "C", "O", "C", "C", "N", "C", "C", "C", "C", "C", "C", "C", "C", "N", "C", "C", "H", "H", "H", "H", "H", "H", "H", "H", "H", "H", "C", "C", "C", "C", "C", "C", "N", "C", "C", "C", "C", "C", "N", "C", "C", "C", "C", "C", "C", "N", "H", "H", "H", "H", "H", "H", "H", "H", "H", "H", "H", "H", "H", "H", "H", "C", "S", "C", "O", "H", "H", "H", "H", "H", "H"],
  "coordinates": [[0.356, 0.328, -0.192], [3.540, 3.228, 6.075], [2.942, 2.797, 4.501], [2.766, 3.796, 3.529], [2.315, 3.475, 2.279], [1.993, 2.137, 1.910], [1.635, 1.864, 0.714], [2.136, 1.137, 2.931], [1.795, -0.246, 2.790], [1.096, -0.810, 1.855], [0.798, -2.187, 1.960], [0.760, -2.879, 3.150], [0.457, -4.253, 3.198], [0.183, -4.947, 2.057], [0.180, -4.274, 0.814], [-0.075, -4.945, -0.403], [-0.061, -4.251, -1.577], [0.181, -2.866, -1.528], [0.424, -2.209, -0.421], [0.456, -2.887, 0.759], [2.645, 1.501, 4.202], [3.007, 4.821, 3.777], [2.204, 4.236, 1.518], [2.181, -0.864, 3.605], [0.951, -2.365, 4.081], [0.446, -4.753, 4.157], [-0.038, -6.006, 2.084], [-0.273, -6.010, -0.385], [-0.241, -4.731, -2.528], [0.164, -2.278, -2.442], [2.784, 0.737, 4.958], [3.578, -1.109, -0.761], [3.049, -0.746, -2.116], [3.638, -1.229, -3.282], [3.100, -0.874, -4.503], [2.017, -0.008, -4.541], [1.497, 0.458, -3.341], [1.984, 0.056, -2.160], [0.397, 1.468, -3.311], [0.153, 2.289, -4.406], [-0.819, 3.264, -4.295], [-1.524, 3.391, -3.114], [-1.254, 2.516, -2.063], [-0.305, 1.585, -2.182], [-2.004, 2.634, -0.768], [-3.128, 3.448, -0.680], [-3.778, 3.574, 0.536], [-3.292, 2.892, 1.633], [-2.174, 2.079, 1.471], [-1.581, 1.337, 2.632], [-1.568, 1.946, 0.293], [4.656, -1.262, -0.794], [3.119, -2.034, -0.407], [3.356, -0.318, -0.045], [4.503, -1.875, -3.218], [3.526, -1.253, -5.422], [1.588, 0.290, -5.486], [0.740, 2.203, -5.307], [-1.011, 3.939, -5.119], [-2.252, 4.180, -3.017], [-3.511, 3.973, -1.540], [-4.653, 4.204, 0.622], [-3.759, 2.976, 2.604], [-2.325, 1.141, 3.404], [-0.777, 1.926, 3.081], [-1.146, 0.389, 2.315], [-4.288, -1.524, -1.674], [-2.836, -1.709, -0.637], [-3.629, -1.432, 0.947], [-2.023, -0.475, -0.902], [-4.769, -0.574, -1.445], [-4.970, -2.359, -1.519], [-3.934, -1.526, -2.703], [-4.266, -2.282, 1.190], [-4.203, -0.506, 0.915], [-2.834, -1.357, 1.689]],
  "mulliken_charge": [2.781, -0.227, -0.030, -0.553, -0.678, 0.019, -1.055, 1.250, -1.004, 0.947, 0.191, -0.830, -1.112, -0.877, 0.979, -0.979, -0.996, -0.686, 1.121, -0.322, -1.246, 0.424, 0.462, 0.390, 0.590, 0.403, 0.440, 0.452, 0.463, 0.420, 0.422, -0.988, 0.723, -0.963, -0.666, -1.005, 0.723, 0.357, 0.450, -1.120, -0.911, -1.298, 1.003, 0.692, 0.463, -1.204, -0.721, -1.101, 0.580, -0.878, 0.580, 0.536, 0.029, 0.023, 0.490, 0.452, 0.409, 0.403, 0.435, 0.388, 0.376, 0.468, 0.526, 0.493, 0.274, -0.224, -1.157, 0.531, -0.970, -0.466, 0.340, 0.414, 0.371, 0.481, 0.333, 0.166],
  "total_charge": 1,
  "homo_energy_ha": -0.3454,
  "relative_energy_kcal_mol": 0.00,
  "molar_mass_g_mol": 661.264
}